(1)
A molecular structure, C32H28MnNO5P. Source: the Open Molecules 2025 dataset; level of theory: ωB97M-V with the def2-TZVPD basis set.

Last column: Löwdin charge in e.
Positions of all 68 atoms, in Å:
1 Mn -0.14 -0.56 0.20  0.30
2 O -1.26 1.85 -2.94  0.20
3 C -1.00 1.25 -1.81  -0.40
4 O -0.12 0.41 -1.70  0.08
5 C -1.81 1.62 -0.64  -0.12
6 C -2.78 2.61 -0.55  0.07
7 C -3.44 2.75 0.66  0.00
8 C -3.12 1.93 1.73  0.05
9 C -2.13 0.97 1.56  -0.12
10 N -1.53 0.83 0.39  0.09
11 C -1.60 -0.01 2.53  -0.40
12 O -2.17 -0.23 3.70  0.20
13 O -0.60 -0.63 2.24  0.10
14 H -0.65 1.52 -3.62  0.16
15 H -2.99 3.23 -1.40  0.14
16 H -4.21 3.50 0.78  0.13
17 H -3.64 2.05 2.68  0.13
18 H -2.97 0.30 3.82  0.13
19 O 1.27 0.80 0.70  0.08
20 C 1.74 -0.27 0.39  -0.28
21 C 2.90 -1.08 0.23  -0.20
22 C 4.24 -0.68 0.30  0.01
23 C 5.22 -1.62 0.09  -0.05
24 C 4.90 -2.94 -0.19  -0.03
25 C 3.57 -3.35 -0.26  -0.03
26 C 2.57 -2.42 -0.04  -0.25
27 P 0.75 -2.62 -0.03  1.10
28 C 0.37 -3.64 -1.47  -0.33
29 C 0.42 -5.03 -1.45  -0.08
30 C 0.14 -5.74 -2.61  -0.07
31 C -0.16 -5.08 -3.78  -0.07
32 C -0.18 -3.69 -3.81  -0.07
33 C 0.08 -2.97 -2.66  -0.08
34 C 0.40 -3.58 1.47  -0.31
35 C 1.18 -3.37 2.60  -0.08
36 C 0.86 -4.00 3.79  -0.07
37 C -0.24 -4.84 3.86  -0.07
38 C -1.03 -5.04 2.73  -0.06
39 C -0.72 -4.40 1.54  -0.09
40 H 4.49 0.36 0.51  0.13
41 H 6.26 -1.33 0.12  0.12
42 H 5.69 -3.66 -0.36  0.12
43 H 3.31 -4.38 -0.49  0.12
44 H 0.65 -5.55 -0.53  0.11
45 H 0.17 -6.83 -2.59  0.11
46 H -0.38 -5.64 -4.68  0.11
47 H -0.41 -3.17 -4.74  0.11
48 H 0.03 -1.89 -2.65  0.09
49 H 2.04 -2.72 2.55  0.11
50 H 1.48 -3.85 4.67  0.11
51 H -0.49 -5.34 4.79  0.11
52 H -1.89 -5.69 2.79  0.11
53 H -1.35 -4.53 0.67  0.09
54 C -4.65 -3.17 0.71  -0.05
55 C -4.02 -2.89 -0.67  -0.63
56 C -4.95 -2.00 -1.50  -0.05
57 C -3.79 -4.22 -1.41  -0.04
58 C -2.74 -2.20 -0.45  -0.08
59 C -1.69 -1.62 -0.25  -0.10
60 H -5.58 -3.74 0.58  0.09
61 H -4.88 -2.24 1.22  0.08
62 H -3.97 -3.75 1.33  0.07
63 H -5.96 -2.41 -1.50  0.09
64 H -4.60 -1.93 -2.53  0.08
65 H -4.99 -0.99 -1.08  0.08
66 H -4.75 -4.69 -1.62  0.09
67 H -3.19 -4.90 -0.81  0.07
68 H -3.28 -4.04 -2.36  0.08

## Properties
LUMO level, Eh: -0.1364
Relative energy (zero: lowest compared OMol25 entry of this formula, charge and spin), kJ/mol: 0.0
E_tot, Ha: -3159.27874
Net charge: +1

***

(2)
A molecular structure, C32H28N2O2P2PdTe. Source: the Open Molecules 2025 dataset; level of theory: ωB97M-V with the def2-TZVPD basis set.

Last column: Löwdin charge in e.
Positions of all 68 atoms, in Å:
1 Pd 1.68 1.75 -0.92  0.33
2 N 4.04 2.11 -1.72  -0.06
3 C 4.71 3.40 -1.55  -0.21
4 C 3.86 4.59 -2.14  -0.75
5 O 4.29 5.73 -1.89  -0.10
6 O 2.85 4.26 -2.80  -0.09
7 H 4.67 1.37 -1.99  0.05
8 H 3.38 2.23 -2.50  0.04
9 H 5.69 3.43 -2.05  0.09
10 H 4.88 3.61 -0.49  0.09
11 Te -1.78 -1.73 -2.09  1.20
12 C -2.90 -2.82 -0.65  -0.54
13 C -2.45 -2.99 0.66  -0.13
14 C -3.20 -3.73 1.55  -0.17
15 N -4.36 -4.32 1.25  0.02
16 C -4.79 -4.16 -0.01  -0.20
17 C -4.11 -3.43 -0.97  -0.15
18 C -0.64 -0.49 -0.90  -1.04
19 P -0.99 1.25 -1.34  0.80
20 C -2.79 1.40 -0.90  -0.40
21 C -3.52 2.41 -1.53  -0.12
22 C -4.85 2.63 -1.21  -0.12
23 C -5.48 1.84 -0.26  -0.13
24 C -4.76 0.83 0.37  -0.10
25 C -3.43 0.62 0.06  -0.13
26 C -0.31 2.25 0.05  -0.47
27 C 0.39 3.44 -0.23  -0.22
28 C 0.92 4.22 0.83  -0.10
29 C 0.73 3.84 2.13  -0.13
30 C 0.01 2.67 2.42  -0.11
31 C -0.49 1.89 1.41  -0.12
32 P 1.16 -0.66 -0.92  0.83
33 C 1.49 -2.47 -1.07  -0.38
34 C 1.79 -3.33 -0.01  -0.08
35 C 2.06 -4.68 -0.24  -0.11
36 C 2.04 -5.19 -1.53  -0.12
37 C 1.76 -4.34 -2.59  -0.11
38 C 1.50 -3.01 -2.36  -0.17
39 C 1.67 -0.53 0.87  -0.39
40 C 2.93 -0.03 1.19  -0.12
41 C 3.32 0.14 2.51  -0.10
42 C 2.47 -0.22 3.55  -0.12
43 C 1.21 -0.73 3.25  -0.11
44 C 0.82 -0.87 1.93  -0.14
45 H -1.52 -2.54 0.96  0.06
46 H -2.86 -3.86 2.57  0.09
47 H -5.74 -4.63 -0.25  0.09
48 H -4.54 -3.33 -1.96  0.08
49 H -3.03 3.02 -2.28  0.09
50 H -5.41 3.42 -1.71  0.09
51 H -6.53 2.00 -0.02  0.08
52 H -5.25 0.20 1.11  0.09
53 H -2.87 -0.17 0.54  0.07
54 H 0.43 3.85 -1.24  0.09
55 H 1.48 5.11 0.57  0.10
56 H 1.14 4.43 2.94  0.08
57 H -0.14 2.37 3.46  0.09
58 H -1.03 0.99 1.63  0.08
59 H 1.82 -2.96 1.00  0.09
60 H 2.28 -5.32 0.60  0.09
61 H 2.25 -6.24 -1.70  0.09
62 H 1.75 -4.73 -3.61  0.09
63 H 1.29 -2.35 -3.20  0.08
64 H 3.60 0.28 0.39  0.07
65 H 4.29 0.57 2.73  0.09
66 H 2.77 -0.08 4.58  0.09
67 H 0.53 -1.00 4.05  0.09
68 H -0.18 -1.21 1.68  0.07

## Properties
LUMO level, Eh: 0.1454
Relative energy (zero: lowest compared OMol25 entry of this formula, charge and spin), kJ/mol: 55.0
E_tot, Ha: -2574.81484
Net charge: -2

***

(3)
A molecular structure, C32H28N7S3Ti. Source: the Open Molecules 2025 dataset; level of theory: ωB97M-V with the def2-TZVPD basis set.

Last column: Löwdin spin population.
Positions of all 71 atoms, in Å:
1 Ti -0.39 0.97 1.00  1.05
2 N -1.48 -1.51 4.54  0.02
3 C -0.85 -0.85 3.50  0.04
4 S -0.99 0.88 3.45  -0.01
5 N -0.17 -1.58 2.68  0.01
6 N 0.44 -0.81 1.70  0.18
7 C 1.59 -1.26 1.19  0.15
8 C 2.10 -2.63 1.44  0.01
9 C 3.41 -2.86 1.86  0.02
10 C 3.88 -4.15 2.07  0.00
11 C 3.04 -5.23 1.86  0.01
12 C 1.73 -5.02 1.45  0.00
13 C 1.26 -3.73 1.25  0.01
14 C 2.30 -0.30 0.42  0.10
15 C 3.46 -0.58 -0.34  0.03
16 C 4.08 0.42 -1.04  0.06
17 C 3.53 1.72 -1.01  0.07
18 C 2.37 1.91 -0.30  0.02
19 N 1.76 0.96 0.41  0.12
20 H -2.29 -1.04 4.90  0.00
21 H -1.61 -2.50 4.37  0.00
22 H 4.06 -2.01 2.03  0.00
23 H 4.89 -4.30 2.40  0.00
24 H 3.40 -6.24 2.03  0.00
25 H 1.06 -5.86 1.30  0.00
26 H 0.23 -3.56 0.95  0.00
27 H 3.84 -1.59 -0.37  0.00
28 H 4.96 0.21 -1.62  0.00
29 H 3.97 2.54 -1.56  0.00
30 H 1.89 2.88 -0.31  0.00
31 S -3.42 2.94 1.46  0.01
32 C -3.54 1.33 1.00  0.00
33 N -2.56 0.48 0.75  0.00
34 C -3.01 -0.77 0.34  0.00
35 C -2.21 -1.84 -0.06  0.00
36 C -2.81 -3.02 -0.44  0.00
37 C -4.19 -3.17 -0.43  0.00
38 C -5.00 -2.11 -0.05  0.00
39 C -4.40 -0.92 0.33  0.00
40 S -5.13 0.58 0.80  0.00
41 H -1.13 -1.72 -0.08  0.00
42 H -2.18 -3.85 -0.76  0.00
43 H -4.64 -4.11 -0.73  0.00
44 H -6.08 -2.20 -0.06  0.00
45 C -1.07 -1.19 -3.94  0.00
46 C -0.71 0.30 -3.79  0.00
47 C -1.80 1.16 -4.44  0.00
48 C 0.64 0.58 -4.46  0.00
49 C -0.63 0.62 -2.35  0.02
50 C -0.55 0.88 -1.16  -0.01
51 H -1.15 -1.45 -4.99  0.00
52 H -2.02 -1.40 -3.44  0.00
53 H -0.30 -1.81 -3.48  0.00
54 H -1.88 0.92 -5.51  0.00
55 H -1.57 2.22 -4.34  0.00
56 H -2.77 0.97 -3.97  0.00
57 H 0.59 0.32 -5.52  0.00
58 H 1.42 -0.01 -3.99  0.00
59 H 0.90 1.63 -4.36  0.00
60 N 1.37 8.29 1.61  0.01
61 C 1.07 7.18 1.56  0.00
62 C 0.69 5.79 1.49  0.01
63 C 1.14 4.89 2.45  0.00
64 C 0.76 3.57 2.35  0.02
65 N -0.01 3.11 1.35  0.01
66 C -0.45 3.98 0.44  0.02
67 C -0.12 5.32 0.47  0.00
68 H 1.76 5.23 3.27  0.00
69 H 1.08 2.83 3.07  0.00
70 H -1.08 3.57 -0.34  0.00
71 H -0.49 6.00 -0.29  0.00

## Properties
LUMO level (spin up / spin down), Eh: 0.0602 / 0.0571
Relative energy (zero: lowest compared OMol25 entry of this formula, charge and spin), kJ/mol: 23.5
E_tot, Ha: -3663.67499
Multiplicity: 3
Net charge: -1

***

(4)
A molecular structure, C32H29AsCrIN3O3S. Source: the Open Molecules 2025 dataset; level of theory: ωB97M-V with the def2-TZVPD basis set.

Last column: Löwdin spin population.
Positions of all 71 atoms, in Å:
1 Cr 1.25 -0.17 -0.40  2.96
2 O 2.22 6.58 0.16  0.00
3 C 1.36 5.94 1.08  0.00
4 C 1.23 4.50 0.68  0.01
5 C 0.31 3.68 1.31  0.00
6 C 0.25 2.35 0.97  0.01
7 N 1.03 1.83 0.01  0.00
8 C 1.88 2.64 -0.64  0.01
9 C 2.02 3.96 -0.33  0.00
10 C 2.67 1.96 -1.73  0.01
11 C 3.41 2.63 -2.66  0.00
12 C 4.10 1.92 -3.63  0.01
13 C 4.90 2.67 -4.68  0.00
14 O 4.14 3.72 -5.26  0.00
15 C 4.01 0.55 -3.63  0.00
16 C 3.22 -0.08 -2.68  0.01
17 N 2.56 0.61 -1.75  -0.01
18 H 2.31 7.51 0.39  0.00
19 H 0.37 6.39 1.11  0.00
20 H 1.76 5.97 2.09  0.00
21 H -0.35 4.06 2.09  0.00
22 H -0.44 1.65 1.44  0.00
23 H 2.73 4.59 -0.84  0.00
24 H 3.44 3.72 -2.65  0.00
25 H 5.30 1.98 -5.42  0.00
26 H 5.75 3.15 -4.19  0.00
27 H 3.46 3.35 -5.82  0.00
28 H 4.54 -0.06 -4.36  0.00
29 H 3.10 -1.15 -2.65  0.00
30 S 1.47 -4.55 -2.11  0.06
31 C 1.47 -3.06 -1.53  0.03
32 N 1.43 -1.96 -1.10  -0.02
33 O -0.53 -0.51 0.36  0.03
34 As -1.73 -1.59 0.85  0.01
35 C -2.79 -2.06 -0.63  0.00
36 C -2.15 -2.62 -1.73  0.00
37 C -2.90 -2.98 -2.84  0.00
38 C -4.28 -2.78 -2.84  0.00
39 C -4.91 -2.23 -1.72  0.00
40 C -4.17 -1.87 -0.61  0.00
41 C -2.78 -0.62 2.08  0.00
42 C -3.43 0.53 1.64  0.00
43 C -4.12 1.31 2.55  0.00
44 C -4.15 0.95 3.89  0.00
45 C -3.49 -0.19 4.33  0.00
46 C -2.80 -0.98 3.42  0.00
47 C -1.11 -3.16 1.70  0.00
48 C -2.05 -4.15 1.98  0.00
49 C -1.64 -5.32 2.60  0.00
50 C -0.30 -5.48 2.93  0.00
51 C 0.63 -4.49 2.65  0.00
52 C 0.23 -3.31 2.03  0.00
53 H -1.08 -2.78 -1.73  0.00
54 H -2.42 -3.43 -3.70  0.00
55 H -4.87 -3.06 -3.70  0.00
56 H -5.99 -2.10 -1.72  0.00
57 H -4.66 -1.46 0.26  0.00
58 H -3.40 0.80 0.59  0.00
59 H -4.64 2.20 2.21  0.00
60 H -4.69 1.57 4.61  0.00
61 H -3.51 -0.46 5.38  0.00
62 H -2.29 -1.87 3.76  0.00
63 H -3.09 -4.02 1.71  0.00
64 H -2.35 -6.10 2.81  0.00
65 H 0.03 -6.40 3.41  0.00
66 H 1.67 -4.62 2.91  0.00
67 H 0.94 -2.54 1.81  0.00
68 I 2.16 -0.04 2.93  0.00
69 C 2.83 -0.28 0.91  -0.11
70 H 3.32 -1.25 0.86  0.00
71 H 3.56 0.51 0.76  0.00

## Properties
LUMO level (spin up / spin down), Eh: -0.1188 / -0.1234
E_tot, Ha: -5602.79519
Multiplicity: 4
Net charge: +1

***

Q: What is the E_tot in the second record?
A: -2574.81484 Ha

***

Q: Look up the E_tot of the first one.
A: -3159.27874 Ha

***

Q: What is the E_tot in the first record?
A: -3159.27874 Ha